Here is a 11-piece molecular cluster, C28H49F15N5O24P overall at a distorted geometry from the Open Molecules 2025 dataset. Energies are from ωB97M-V/def2-TZVPD.

Last column: Mulliken charge in e.
Positions of all 122 atoms, in Å:
P -1.69521 0.36278 -0.27083  0.46
F 4.66963 -2.51929 0.56917  -0.28
F 1.94883 0.16127 -4.07452  -0.25
F 3.31322 -1.29309 1.72451  -0.20
F 0.06247 -0.65244 -3.47517  -0.21
F 2.47059 -1.49353 4.89817  -0.23
F 2.97239 6.34618 3.11590  -0.19
F -7.44355 1.99514 0.29940  -0.29
F 3.94660 -0.21792 5.86157  -0.26
F 2.83892 -3.36781 1.35465  -0.27
F 3.73269 8.19075 2.25271  -0.27
F -5.87726 0.56546 0.89589  -0.22
F -5.45050 2.23179 -0.45632  -0.22
F 5.10790 6.78564 3.13557  -0.27
F 1.45597 -1.96040 -4.46535  -0.29
F 2.08129 -0.73893 6.86611  -0.26
O 3.19303 5.24100 0.86887  -0.14
O -1.57950 -8.57519 -0.06021  -0.56
O -0.26096 1.03704 -0.18876  0.21
O 4.53413 -4.15413 3.22379  -0.36
O 6.98278 1.78994 0.33061  -0.56
O 5.89912 2.42388 -1.39818  -0.51
O 5.19230 -2.07352 3.56878  -0.50
O -2.78744 1.04344 0.45244  -0.72
O -2.78830 -7.20178 -1.16280  -0.54
O -7.39327 -0.60047 -1.05958  -0.55
O 1.67168 1.74024 5.89130  -0.53
O -0.99916 4.86430 2.97672  -0.53
O 1.73379 0.86043 3.82789  -0.03
O -0.50363 4.14185 0.99771  -0.43
O -3.73040 -3.30609 -2.20843  -0.60
O -6.25168 0.75830 -2.41002  -0.19
O -1.27841 -1.49997 3.89851  -0.44
O 1.16574 0.09857 -6.72429  -0.51
O -4.20514 -1.95696 -3.80656  -0.49
O 5.00721 6.44593 0.33088  -0.54
O -1.96394 0.12402 -1.80539  0.40
O -0.71953 -1.34757 5.97116  -0.52
O -0.84643 -0.48367 -5.89430  -0.05
O -1.38113 -1.07385 0.28262  -0.21
N -1.29432 4.47004 1.87222  0.92
N -1.95534 -7.45007 -0.30986  0.91
N -3.48835 -2.77932 -3.27707  1.04
N -1.53766 -1.50025 5.09552  0.87
N 6.21792 1.55806 -0.57604  0.93
C 6.83278 -4.56857 3.92534  -1.11
C 5.34985 -4.61259 4.30421  -0.18
C 1.11876 2.01202 3.21536  0.21
C 2.84204 4.78279 -0.44362  -0.75
C -2.69029 4.42675 1.42380  -0.66
C 2.63184 -0.42040 5.68956  0.94
C 5.59511 0.22751 -0.86632  -0.58
C -6.66489 0.14432 -3.63839  -0.13
C 3.82873 -2.51756 1.61300  0.92
C 0.99390 -0.71447 -4.42983  1.04
C -2.36039 -3.31036 -4.08428  -0.51
C 1.91751 0.83497 5.14043  0.19
C -1.37256 -6.27051 0.42311  -0.46
C 3.97029 6.89360 2.45261  0.81
C -6.34719 1.33646 -0.08977  1.06
C -2.98095 -0.48047 -6.89005  -0.66
C -2.66011 1.00487 -2.65686  -0.21
C -6.11958 1.00717 -4.77511  -1.09
C 4.10983 6.16774 1.07785  0.36
C 0.48925 -0.29940 -5.83344  0.09
C 4.58098 -2.86313 2.90385  0.39
C 2.86428 3.29648 -0.55868  -0.12
C -2.33023 -2.04070 0.64788  -0.44
C 0.90697 0.27838 -0.29701  -0.42
C 1.91377 3.32947 3.35342  -1.16
C -1.47854 -0.28098 -7.15823  -0.38
C -2.92711 -1.82639 5.42628  -0.84
C -6.71150 0.37336 -1.23360  0.20
H 7.44423 -5.20237 4.56623  0.39
H 2.14970 2.85985 0.14660  -0.29
H -1.57413 -5.43072 -0.23112  0.05
H 1.68667 0.72032 -0.91921  0.03
H -3.50303 1.48099 -2.15296  0.09
H 1.44253 0.17007 0.65527  0.14
H -7.75000 0.13546 -3.74777  0.39
H 4.62424 0.34862 -1.32947  0.20
H 6.31028 -0.26488 -1.52241  0.36
H 0.08533 2.26783 3.44783  0.21
H -3.10440 -1.56250 -6.98446  0.22
H 1.90284 5.28685 -0.67194  0.26
H -2.73030 3.60966 0.70835  0.07
H -6.30055 -0.87967 -3.61588  0.19
H 5.00447 -5.64324 4.37660  0.32
H -2.03416 1.74902 -3.15060  0.39
H -3.60587 -1.80695 4.58321  0.29
H -3.60632 0.08531 -7.57561  0.42
H 5.17167 -4.14585 5.27266  0.27
H -3.30870 4.18195 2.28529  0.32
H 1.13383 1.65265 2.18681  -0.36
H -5.07384 1.30608 -4.68003  0.18
H 7.28516 -3.57972 3.96683  0.29
H 3.79769 2.88632 -0.17383  0.05
H 1.44721 4.00886 2.64206  0.28
H -2.38335 -2.17477 1.72772  0.05
H -0.33332 -6.58095 0.49506  0.30
H 5.54191 -0.33971 0.06023  0.16
H -1.54690 -2.63778 -3.78981  0.01
H 3.57347 5.17951 -1.15376  0.48
H -3.36177 -1.89818 0.31897  0.27
H -3.18802 -1.25927 6.31616  0.32
H -3.13904 0.43994 -3.45967  -0.43
H 1.69630 3.68494 4.35877  0.55
H -2.61856 -3.13423 -5.12001  0.20
H -3.29760 -0.28036 -5.86791  -0.06
H -1.34283 0.73803 -7.52890  0.33
H -1.87868 -6.19600 1.38061  0.28
H -3.04281 5.34663 0.96572  0.30
H 0.77397 -0.77205 -0.55746  0.38
H -2.88575 -2.87848 5.72171  0.31
H 2.68783 2.99736 -1.58878  0.54
H -6.21881 0.41943 -5.68759  0.35
H -2.03729 -2.99174 0.19993  0.10
H -1.16242 -0.90450 -7.99368  0.37
H 6.87435 -4.91400 2.89085  0.31
H -6.63454 1.96653 -4.82151  0.37
H 2.98584 3.32280 3.16908  0.37
H -2.02622 -4.26724 -3.69864  0.32

**Lowest unoccupied orbital energy**: -0.297 eV
**Structure (SMILES)**: CCOC(=O)C(F)(F)F.CCOC(=O)C(F)(F)F.CCOC(=O)C(F)(F)F.CCOC(=O)C(F)(F)F.CCOC(=O)C(F)(F)F.COP(=O)(OC)OC.C[N+](=O)[O-].C[N+](=O)[O-].C[N+](=O)[O-].C[N+](=O)[O-].C[N+](=O)[O-]
**Frontier orbital gap**: 10.3 eV



Here is a 2-piece molecular cluster, C4H13N2 overall at a distorted geometry from the Open Molecules 2025 dataset. Energies are from ωB97M-V/def2-TZVPD.

Last column: natural (NBO) charge in e.
Positions of all 19 atoms, in Å:
N -1.54214 0.39239 0.42764  -0.47
N 1.25096 0.50148 -0.14338  -0.55
C 2.26362 -0.17896 0.72439  -0.44
C 1.23673 -0.04215 -1.53829  -0.42
C -2.13544 -0.73082 1.20049  -0.45
C -2.26689 0.81336 -0.49456  -0.01
H 2.25921 0.07703 -1.94293  0.24
H 0.45347 0.49149 -2.09282  0.24
H 3.31909 0.07046 0.44529  0.24
H -2.22650 -0.33659 2.21444  0.23
H -3.14168 0.27009 -0.90252  0.18
H 0.93051 -1.09897 -1.46893  0.23
H 1.41680 1.53761 -0.14508  0.43
H 0.24451 0.36225 0.25799  0.48
H -3.02093 -1.26356 0.82662  0.22
H -1.33390 -1.51435 1.21283  0.19
H 2.19014 0.14654 1.77701  0.24
H -2.03682 1.76807 -0.99869  0.18
H 2.13927 -1.26538 0.64050  0.23

**Lowest unoccupied orbital energy**: -2.949 eV
**Net charge**: +1
**Frontier orbital gap**: 11.4 eV
**Relative energy (zero: lowest compared OMol25 entry of this formula, charge and spin)**: 42.4 kcal/mol



Here is C22H37BrNO2P3Pt as an isolated structure at a distorted geometry from the Open Molecules 2025 dataset. Energies are from ωB97M-V/def2-TZVPD.

Last column: natural (NBO) charge in e.
Positions of all 67 atoms, in Å:
Pt -0.05968 -1.15976 0.59119  0.66
Br 1.60433 3.33515 -3.73397  0.49
P 2.71697 1.15504 0.82012  1.39
P -1.43312 -1.61919 2.61141  1.07
P -1.69967 -0.15250 -2.43452  1.38
O 0.59147 1.09995 2.31863  -0.54
O -2.55139 0.42383 0.12692  -0.39
N -0.44005 2.35607 -0.27324  -0.47
C 0.28882 2.31538 -1.37341  0.06
C 0.55674 -3.35100 0.95917  -0.14
C 3.32664 1.09967 -0.87385  -0.97
C 0.51923 3.47674 -2.14162  -0.04
C 3.76943 0.15404 1.87553  -0.96
C -2.58166 1.35408 -2.94060  -0.97
C 0.98797 0.48075 1.34033  0.08
C -0.32572 -3.32405 -0.15631  -0.28
C -0.31896 -1.99377 3.99669  -0.96
C -1.55027 -0.13103 -0.23194  0.26
C 2.77201 2.87961 1.35014  -0.96
C -0.83621 4.69154 -0.58663  -0.16
C 1.37879 -2.20502 -1.47444  -0.14
C -0.54585 -0.43502 -3.82357  -0.96
C 2.18749 -2.09184 -0.35563  -0.25
C 0.12816 -2.83104 -1.39835  -0.23
C -2.50146 -3.08220 2.42450  -0.96
C -2.55232 -0.38210 3.31219  -0.96
C 1.71565 -2.52007 0.90965  -0.27
C -2.92554 -1.48022 -2.55498  -0.97
C -1.00438 3.49234 0.11445  0.21
C -0.04971 4.68462 -1.74105  -0.17
H -1.61712 3.47152 1.01948  0.26
H 0.30650 -3.90257 1.85862  0.28
H -3.29125 -1.56580 -3.58545  0.31
H 0.20107 0.36397 -3.87785  0.25
H 3.81247 3.24227 1.29090  0.30
H 4.73441 0.67036 1.98297  0.31
H 2.12738 3.49393 0.70478  0.24
H 0.71608 1.36099 -1.69319  0.22
H -2.00444 0.55077 3.46629  0.27
H 1.72754 -1.81580 -2.43130  0.24
H -3.23533 -2.88447 1.63248  0.26
H -0.88414 -2.52195 4.77482  0.29
H -0.45132 -3.02398 -2.29189  0.25
H 3.20746 -1.72054 -0.45542  0.26
H -2.93271 -0.75354 4.27351  0.29
H -2.47646 -2.42783 -2.24153  0.26
H 2.89128 1.88945 -1.49788  0.25
H -1.30404 -3.79813 -0.08234  0.28
H -1.10794 -0.45053 -4.76778  0.32
H 3.91077 -0.83787 1.42613  0.26
H -1.91685 -3.97045 2.16367  0.24
H -1.87589 2.15289 -3.19388  0.25
H -3.03020 -3.24933 3.37291  0.29
H -3.75637 -1.24796 -1.88137  0.29
H -3.39118 -0.20478 2.63420  0.26
H -1.31847 5.59946 -0.22562  0.30
H 0.52070 -2.60991 3.66566  0.23
H 0.06355 -1.04701 4.39103  0.27
H -3.21102 1.13342 -3.81415  0.32
H 0.12702 5.57774 -2.33683  0.30
H -3.20319 1.68818 -2.10486  0.28
H 2.30019 -2.36869 1.81594  0.28
H 3.11339 0.13245 -1.34205  0.26
H 4.41735 1.24369 -0.81926  0.31
H 2.39839 2.94440 2.38071  0.31
H -0.02134 -1.38902 -3.72412  0.26
H 3.28600 0.03467 2.85585  0.29

**Lowest unoccupied orbital energy (alpha / beta)**: -12.139 / -16.596 eV
**Net charge**: +4
**Frontier orbital gap (alpha / beta)**: 6.1 / 3.7 eV
**Relative energy (zero: lowest compared OMol25 entry of this formula, charge and spin)**: 4.0 kcal/mol
**<S²>**: 6.045
**2S+1**: 5



Here is C47H62AsN3P2RuS2 as an isolated structure from the Open Molecules 2025 dataset. Energies are from ωB97M-V/def2-TZVPD.

Last column: Löwdin spin population.
Positions of all 118 atoms, in Å:
Ru -0.33328 0.32889 -0.52246  0.91
As 0.29367 -2.18815 -0.76029  -0.01
S -0.78540 1.23829 1.97216  0.05
S -2.34379 -1.00641 -1.05819  -0.01
P -2.46478 1.57092 -0.62327  -0.01
P 2.19804 0.57370 -0.34012  -0.01
N -0.26191 1.23670 4.55644  0.00
N -0.93675 -0.81014 3.75889  0.01
N 0.13638 2.34217 -1.06848  0.01
C 2.56457 -3.99943 -1.23602  0.00
C -2.71171 4.27389 0.24181  0.00
C -3.21021 1.63895 -2.33452  0.00
C 3.83763 3.57691 -2.61123  0.00
C -3.90814 2.96642 -2.64834  0.00
C 2.62619 -0.25191 2.28706  0.00
C -1.92715 3.24882 -0.28178  0.00
C 0.15936 -2.44451 -2.68195  0.01
C -0.65278 0.48322 3.49688  0.02
C -5.19466 1.73314 0.18042  0.00
C -2.14767 5.49771 0.54284  0.00
C -3.56120 -3.29270 -0.17172  0.00
C 1.77526 -3.36538 -0.28179  0.00
C -3.80103 1.33574 0.68149  0.00
C 0.00143 4.66798 -0.19453  0.00
C 0.32857 -1.37804 -3.55043  0.02
C 2.50660 2.05278 -1.31027  0.00
C -3.92779 -0.00321 1.39986  0.00
C -1.42865 -1.25520 5.05875  0.00
C -0.07949 -2.82316 -5.42476  0.00
C 1.42812 3.74410 -2.62649  0.00
C -1.12937 -4.58453 0.33195  0.00
C -2.35472 -2.62780 -0.38708  0.00
C 2.66118 4.16558 -3.07738  0.00
C 2.00699 -3.60210 1.07024  0.00
C 3.75286 2.51170 -1.73720  0.00
C 4.74381 -0.81434 -0.49796  0.00
C 0.65382 0.72166 5.56900  0.00
C 2.60426 2.26849 1.85426  0.00
C 3.02528 -4.45607 1.46935  0.00
C -2.11346 1.41063 -3.37951  0.01
C -0.33048 2.69160 4.52045  0.00
C -0.57134 3.42841 -0.54237  0.00
C 3.52534 -0.46936 -2.65395  0.00
C -1.01907 -1.82770 2.73041  0.00
C -0.26700 -3.89183 -4.55662  0.00
C 3.58148 -4.85383 -0.83302  0.00
C -1.16084 -3.28431 -0.15105  0.00
C -0.78131 5.67389 0.33155  0.00
C 0.21432 -1.56536 -4.92152  0.00
C -3.53583 -4.59080 0.31389  0.00
C -0.14850 -3.70464 -3.18850  0.00
C -2.33117 -5.23545 0.57748  0.00
C 1.33951 2.70653 -1.68496  0.01
C 3.81623 -5.08024 0.51542  0.00
C 2.95283 0.88014 1.31827  0.00
C 3.36328 -0.65551 -1.14283  0.00
H -4.43191 -0.74784 0.78576  0.00
H -5.90337 1.59036 0.99817  0.00
H -0.30627 -4.54198 -2.51805  0.00
H -0.18650 -5.08903 0.50206  0.00
H -3.92873 0.81986 -2.38788  0.00
H -3.47131 2.06201 1.42698  0.00
H -2.04868 -2.16944 2.60154  0.00
H 1.52929 2.44920 1.85906  0.00
H 4.61072 -5.74754 0.82241  0.00
H -4.77950 3.16916 -2.03407  0.00
H -4.47063 -5.10519 0.49660  0.00
H -0.51116 -4.87188 -4.94532  0.00
H 5.29160 -1.56777 -1.06775  0.00
H -5.51664 1.09448 -0.64426  0.00
H -0.17196 -2.97171 -6.49267  0.00
H -2.30347 -1.88406 4.88797  0.00
H 1.56021 -0.26622 2.51322  0.00
H 3.19851 -4.63552 2.52269  0.00
H 4.19278 -5.34417 -1.57960  0.00
H 4.22011 0.33428 -2.88845  0.00
H 2.59141 -0.25556 -3.16967  0.00
H 4.69676 -1.16231 0.53371  0.00
H -3.21790 3.80473 -2.55382  0.00
H -4.50232 -2.79865 -0.37512  0.00
H -0.40900 -2.68545 3.02568  0.00
H 0.98809 -0.27820 5.30845  0.00
H -1.31460 2.14820 -3.27779  0.00
H -1.67945 0.41361 -3.30156  0.00
H 4.80067 3.93394 -2.94933  0.00
H -5.27688 2.76914 -0.13568  0.00
H 2.89575 -1.22712 1.87846  0.00
H -2.96196 -0.39625 1.70428  0.00
H -0.31411 6.61386 0.59854  0.00
H 3.08263 3.04611 1.25907  0.00
H 0.20308 0.70630 6.56305  0.00
H 3.18219 -0.11956 3.21812  0.00
H -0.68881 -1.84280 5.60579  0.00
H 1.38805 -3.12457 1.82053  0.00
H 0.34396 -0.72393 -5.59019  0.00
H 2.39866 -3.82441 -2.29142  0.00
H 2.87639 -1.60700 -0.99606  0.00
H 3.93436 -1.39269 -3.07122  0.00
H 2.97251 2.35935 2.88013  0.00
H -1.14278 3.01651 3.87941  0.00
H -0.50616 3.04558 5.53703  0.00
H -2.75189 6.29572 0.95180  0.00
H 1.06169 4.83373 -0.31990  0.00
H -2.32982 -6.24681 0.96127  0.00
H -3.76526 4.11400 0.43092  0.00
H -1.73018 -0.40314 5.66040  0.00
H 0.60315 3.12350 4.15024  0.00
H 2.71295 4.97170 -3.79843  0.00
H 5.33489 0.10280 -0.52849  0.00
H -4.53519 0.16490 2.29302  0.00
H 0.51813 -0.38161 -3.16295  0.01
H 4.02964 0.86527 1.13541  0.00
H -0.66329 -1.42285 1.79084  0.00
H 1.52985 1.37313 5.59881  0.00
H -4.24332 2.93118 -3.68644  0.00
H 4.65818 2.02796 -1.39051  0.00
H 0.52469 4.23390 -2.96656  0.00
H -2.54537 1.51387 -4.37648  0.00

**Lowest unoccupied orbital energy (alpha / beta)**: -2.838 / -2.537 eV
**Net charge**: +1
**Frontier orbital gap (alpha / beta)**: 6.2 / 6.5 eV
**Relative energy (zero: lowest compared OMol25 entry of this formula, charge and spin)**: 35.5 kcal/mol
**<S²>**: 0.765
**2S+1**: 2